ORCA calculation (ωB97M-V/def2-TZVPD) on a structure of composition C24H25AuF5NO.

XYZ file:
```
57
C24H25AuF5NO (ωB97M-V/def2-TZVPD)
H -2.37117 1.66914 -2.47219
O -2.22037 1.14920 0.08778
H 2.19889 -0.86747 3.66878
N -1.50075 1.19518 -2.18561
C -0.32088 2.10044 -2.24557
F -1.95560 4.76476 3.38050
C -0.83541 -2.26365 3.07897
H 2.24119 -0.38888 -0.65808
C -1.62953 -1.74545 2.01776
H -0.82234 -1.86998 4.09584
H 0.73691 -3.86358 3.09432
F -2.98470 2.12708 3.51202
H -3.42419 -1.66702 -1.72938
F -0.16643 3.99226 2.37692
F -2.14776 3.76004 1.44033
C -1.60605 -1.96474 -0.58436
H -0.56791 2.92400 -2.92384
C -1.48824 3.75800 2.62711
C 3.58615 0.51146 -3.23684
H -0.21135 2.59762 -1.26372
F -1.04121 2.38352 4.53571
C 3.46123 1.71597 -2.54115
C -3.13622 -1.91896 -0.70216
C 2.43429 -0.18135 -3.62034
H 0.14124 -4.10011 0.43846
H -2.34939 -0.91523 2.09494
H 1.79747 1.76211 3.07701
H 2.11688 3.20413 -1.75372
C 2.01180 -0.45681 2.68126
H -3.48515 -2.94094 -0.47528
C 1.03576 1.52438 -2.60006
C 1.63146 0.91310 2.41210
C 2.23283 -1.11136 1.46209
H 0.24684 -0.19249 -3.63139
C 1.56228 1.04173 0.94048
C -1.07069 -2.88205 -1.69467
C 2.03859 -0.19498 0.39703
C -1.25085 -2.42977 0.81249
H 2.56688 -2.13477 1.32926
H -1.43320 -2.47000 -2.65208
Au -0.52285 1.14692 1.89766
C -1.62402 0.63370 -0.88951
H -0.20631 -0.63580 -1.65950
H -0.11652 -0.50289 0.07403
H 2.51010 -1.11966 -4.17076
C 2.20013 2.23442 -2.25046
C -0.83989 -0.62090 -0.76495
H -3.62486 -1.21505 -0.01605
C 1.15937 0.32573 -3.31146
C -0.29894 -3.42560 1.16552
H -1.45259 -3.90202 -1.53257
C -0.01227 -3.29698 2.55775
H 0.03029 -2.88462 -1.72368
H 4.35818 2.25228 -2.24040
C -1.66957 2.38381 3.31663
H 4.57548 0.10056 -3.45335
H 1.51297 1.99157 0.41039
```

Summary:
- Charge: 0
- Multiplicity: 3
- E_HOMO (alpha / beta): -7.744 / -7.817 eV
- LUMO level (alpha / beta): 0.3 / -1.9 eV


ORCA calculation (ωB97M-V/def2-TZVPD) on a structure of composition C24H25BrFN3OPtSe.

XYZ file:
```
57
C24H25BrFN3OPtSe (ωB97M-V/def2-TZVPD)
N -0.51139 3.67406 0.65654
C -2.22604 -1.43827 0.34216
Pt 0.49183 -0.37375 0.19977
C -0.36098 -5.33742 1.26037
H -1.95402 3.89240 2.24224
C -0.42944 -4.43352 -1.36383
C 0.39955 -4.22695 0.90313
H -4.25281 -2.15696 0.59372
C 2.78497 -0.02718 2.32504
H 5.65808 -0.36672 -0.11919
C -1.15241 -6.00850 0.34205
H -3.27068 -0.73333 -3.29967
H -0.41935 4.62308 0.34035
H 6.99379 -0.58594 1.79703
Br 1.35427 0.17817 3.53888
H 1.18304 1.72396 -1.46769
H 0.43885 -3.76611 -3.22821
H 2.06668 3.04310 -0.67990
C -1.67112 -0.64783 -1.84232
Se 1.41953 -2.25536 -0.96393
H 0.71441 3.41058 -1.76220
H -2.98217 -7.14356 0.37588
H -1.94839 -1.67268 1.36471
H -1.05181 -4.71077 -3.39383
H 3.32041 -0.08923 -0.86460
H 2.28690 -3.54849 1.67824
N 2.51911 0.01470 1.02263
C 0.13507 2.61133 0.12715
C 4.86234 -0.26959 0.60703
H -1.10087 -3.02930 -2.83539
C 3.56200 -0.10685 0.18913
C -1.27669 -0.88712 -0.52431
H -1.60727 1.16166 2.36632
H -1.98561 -7.33306 1.82075
C -3.52168 -1.72134 -0.07466
H -0.95012 -0.26124 -2.55275
H 0.93551 -2.49895 2.04929
C -1.95541 -7.21701 0.73750
H 1.10682 -4.03559 2.91877
C -1.14065 1.88930 1.72717
O 6.33984 -0.50058 2.50004
C 1.08224 2.70887 -1.01325
N -0.22980 1.51905 0.76597
F -5.13242 -1.70928 -1.79692
H -1.78852 -6.04460 -1.70146
H -1.52637 -8.12906 0.31670
C 1.22844 -3.54550 1.95171
C -3.86710 -1.44533 -1.38025
C -1.17240 -5.53841 -0.96515
C -1.32805 3.23045 1.67316
C 4.04778 -0.19409 2.85849
C -2.96437 -0.91663 -2.27775
C 0.36171 -3.77027 -0.41742
C 5.10994 -0.32552 1.97549
C -0.53815 -3.96403 -2.78805
H -0.32955 -5.68319 2.28864
H 4.20784 -0.22488 3.92487
```

Summary:
- Charge: 0
- Multiplicity: 1
- E_HOMO: -6.662 eV
- LUMO level: 0.1 eV


ORCA calculation (ωB97M-V/def2-TZVPD) on a structure of composition C24H25ClF5GeIN4O6TeTi.

XYZ file:
```
69
C24H25ClF5GeIN4O6TeTi (ωB97M-V/def2-TZVPD)
C -0.42665 4.03955 -2.85067
H -1.98143 5.49267 -2.56388
O -2.61974 -3.37473 4.49743
H 2.45353 4.52614 -4.53911
H -0.78494 7.24512 -3.84406
H 4.78548 -2.40095 1.03052
C 1.48413 4.73788 -4.10928
H 4.73950 -4.59107 -0.08895
O -3.58581 -1.45653 3.97491
F 1.56422 -1.31565 -3.82637
F 2.89768 0.80715 -3.45641
C 3.84356 -2.91014 0.88754
H 4.06205 1.21086 3.72079
H 2.66226 -1.37000 1.83657
H 0.76160 2.02037 1.42380
C 4.63146 0.39310 0.55404
H 1.42639 6.75663 -4.82551
H 0.47776 -4.71413 0.33456
O -1.82560 -0.76123 -0.98769
H -3.50099 -0.71120 3.31644
C 0.90460 5.99001 -4.26818
H -1.91302 -2.03103 -3.86520
C -1.26259 -0.97412 2.03520
C -1.01331 5.29268 -3.00250
F 3.66366 -1.72511 -2.55721
C 1.42999 -4.22599 0.49457
C 3.62949 3.33351 1.10458
C 1.31238 1.41033 0.69281
C -0.52313 -2.96126 2.55209
H 3.64481 3.56863 0.03980
H 2.58989 -5.76594 -0.42840
C 0.82254 3.75140 -3.39895
C 2.61129 -4.80551 0.06830
C -1.08693 2.99930 -2.11864
C -1.54415 -2.08626 2.85255
Ge 3.17724 1.44652 1.35119
N -1.55646 2.10348 -1.57445
Te 2.21383 -0.52512 -2.26988
Cl -0.14250 -4.46288 3.23136
C 3.81790 -4.14598 0.25961
F 0.85716 -1.81847 -1.43267
Ti -0.19269 0.46934 -0.40008
C -2.28012 -1.12262 -2.08850
C -0.34034 6.26753 -3.71767
H -4.08348 -0.09957 -1.66551
H 1.25949 2.77184 -3.26142
F 0.27241 0.33075 -2.43202
N -0.19687 -1.17831 1.26267
C -1.96508 0.33122 1.87341
C 3.09505 1.01930 3.25524
H -0.60099 -2.02997 -2.71277
H 4.83606 -0.48188 1.16970
I -3.85926 0.23434 -4.30320
C 1.47139 -2.99105 1.11532
H 2.83838 -0.02722 3.42426
H 5.52345 1.02071 0.56334
O -1.42035 1.11141 1.00960
C -2.62880 -2.35874 3.85233
C 2.66384 -2.32717 1.33061
H 4.60877 3.55864 1.52832
O 1.06883 1.82071 -0.60121
H -4.31780 -1.66110 -2.49982
C -3.70197 -0.76846 -2.42802
H 4.48388 0.06134 -0.47355
O -2.96818 0.58613 2.52210
N 0.24965 -2.41379 1.58911
H 2.34656 1.63555 3.75337
H 2.88585 3.97001 1.58378
N -1.57695 -1.85824 -2.93266
```

Summary:
- Charge: 0
- Multiplicity: 1
- E_HOMO: -8.741 eV
- LUMO level: -0.5 eV


ORCA calculation (ωB97M-V/def2-TZVPD) on a structure of composition C24H25ClHoN2OPSe.

XYZ file:
```
56
C24H25ClHoN2OPSe (ωB97M-V/def2-TZVPD)
H -0.41010 0.02009 -3.73315
H 3.40501 0.58342 -0.11883
C -3.95577 2.11976 -0.43275
H 4.88533 0.53848 2.27400
C -5.42523 1.28246 1.30442
H 4.12740 -1.00296 0.19169
C -3.91008 -1.65654 -3.60191
Ho 0.65685 0.58275 0.88982
C -3.47483 -0.88187 -2.51810
N 2.93901 -0.24617 1.76023
H -2.43072 4.08260 -4.90051
C 1.97661 -0.97217 2.47271
H 1.28329 -0.52013 5.58282
H 1.83891 2.28637 0.50146
C -2.22337 -0.24574 -2.56943
H -2.75819 1.92724 -3.74162
H 4.06069 -0.12321 4.84543
C -4.52088 0.24473 1.56847
C -3.09652 -1.81886 -4.72766
C 0.18722 -1.03668 -0.97321
C -5.13768 2.21768 0.30547
H 2.10901 -2.10619 5.41233
C -1.88612 3.88702 -3.97482
H 2.40068 -0.94312 -0.20089
H -4.11531 -0.76460 -1.63959
C 3.56427 -0.21522 3.88611
C -3.34829 0.12127 0.82236
C -2.06551 2.66210 -3.32305
Se 0.57478 -2.01588 1.76392
C 3.21248 -0.40541 0.32908
C -1.39627 -0.44518 -3.68925
C 3.96540 0.11619 2.64004
H 0.61596 -1.77069 4.49264
C -3.07212 1.05571 -0.19723
C -1.83445 -1.21290 -4.76550
H -2.64892 -0.69573 1.03904
H -0.86713 5.79554 -3.95894
H -4.72928 -0.47901 2.35915
H -0.00820 3.20194 -0.62894
O 0.12846 -1.94041 -1.70740
H -3.72555 2.85540 -1.20343
Cl -0.67067 1.60785 2.71683
H -1.18408 -1.32942 -5.63478
C -1.01343 4.84254 -3.44561
C 1.53703 -1.33102 4.88633
H -4.89779 -2.12171 -3.55453
C -0.51956 3.36692 -1.58552
C -0.32868 4.57306 -2.25431
H 0.35892 5.31181 -1.84088
H -5.83416 3.02916 0.09320
H -6.35106 1.36204 1.88095
N 2.31183 -0.80710 3.77507
C -1.36368 2.38228 -2.13601
P -1.57922 0.80719 -1.21941
H 1.24720 2.60399 0.97928
H -3.44442 -2.40954 -5.57846
```

Summary:
- Charge: +2
- Multiplicity: 5
- E_HOMO (alpha / beta): -13.881 / -13.886 eV
- LUMO level (alpha / beta): -7.5 / -7.4 eV